1.
DFT (ωB97M-V/def2-TZVPD) results for a structure of composition C16H40IrN6O in a non-equilibrium geometry.

Element x y z (Å)
C -1.880 1.638 -2.004
H -3.255 2.395 0.760
H 2.690 -1.131 3.008
N 1.707 1.677 -0.804
H -3.335 -0.186 2.450
C -0.735 -2.478 -0.147
H 3.068 -1.436 -0.421
O -0.719 -0.356 -2.750
C 2.955 0.826 1.194
C -1.822 -0.675 -3.603
H -2.141 0.188 -4.186
C 1.974 -1.199 2.185
H 1.309 0.700 2.387
H 1.471 1.126 -2.775
H 3.549 1.156 2.050
H 0.686 -1.177 -2.103
Ir 0.279 0.261 -0.090
H 3.559 0.096 0.661
H 2.885 -2.163 -1.989
H -1.028 -3.378 0.396
H 4.147 0.176 -1.658
H 1.177 2.515 -1.033
H -3.288 0.204 -0.452
H 0.654 -1.912 3.741
H -0.972 2.553 0.266
C 2.610 -1.288 -1.396
N 1.147 -1.295 -1.193
H -1.485 2.783 2.648
N -0.635 1.899 0.969
H 3.339 -0.240 -3.133
H -1.395 1.053 2.778
H -4.712 0.453 1.582
H -1.528 2.351 -2.763
C -3.621 0.381 1.559
N 1.709 0.148 1.631
H 0.859 -3.015 2.421
H -2.155 2.215 -1.125
H -1.823 -0.933 0.596
H 0.159 2.393 1.371
N -0.865 -1.274 0.717
C 0.715 -1.958 2.652
C 2.649 2.015 0.298
C -1.634 1.858 2.087
H 2.939 2.051 -2.479
N -3.115 -0.342 0.382
H 0.731 -3.365 -1.448
H -2.821 1.236 -2.393
H 3.581 2.424 -0.098
C -0.870 0.574 -1.719
H 2.195 2.816 0.887
H -3.637 -1.202 0.261
C 0.687 -2.608 -0.663
C -0.668 -1.505 2.171
H -1.394 -2.253 2.496
H -1.425 -2.347 -0.979
H -0.941 -0.577 2.666
C 3.159 -0.026 -2.078
C -3.070 1.793 1.657
H 2.476 -1.758 1.399
H -1.466 -1.445 -4.282
H -2.662 -1.059 -3.021
H 1.374 -2.920 0.123
C 2.312 1.244 -2.092
H -3.652 2.303 2.429

Energy in eV: -31054.08817
Total charge: +2
Gap between HOMO and LUMO (spin up / spin down) in eV: 6.515 / 9.849
2S+1: 2
ΔE to the lowest compared entry with this formula, charge and spin in eV: 0.000


2.
DFT (ωB97M-V/def2-TZVPD) results for a structure of composition C16H40O20SV4 in a non-equilibrium geometry.

Element x y z (Å)
O 5.250 4.653 -2.771
H -2.605 -4.365 3.589
H -7.326 1.829 -6.065
O -1.465 -0.108 -6.017
O 3.696 -7.232 -0.123
H 2.498 6.166 4.222
C -6.527 2.237 -6.684
C -4.517 3.204 -3.756
H 2.329 8.028 -2.022
H -1.124 -5.223 4.026
O -2.152 -2.563 -5.702
H 3.943 -9.112 0.639
H -1.453 0.589 7.677
V 6.180 -3.762 1.176
H -7.091 2.794 -7.432
H -5.227 3.908 -3.323
O 1.854 7.468 -0.108
H -5.885 -0.500 -8.527
H 4.111 5.912 3.601
C 3.055 5.812 3.354
C -6.472 0.260 -8.011
O -5.659 1.189 -7.219
H 4.045 -3.908 -3.087
C 3.533 -8.160 0.976
V -3.924 -0.119 4.453
V -2.440 -1.065 -5.176
H 4.132 -5.061 -4.433
O -4.065 1.499 4.624
H -5.078 3.894 -6.247
H 3.680 -8.358 -1.830
C -1.079 -0.351 8.083
H 4.093 -7.834 1.853
H 0.069 7.965 0.684
H -0.199 -4.553 6.358
H -1.809 -0.627 8.843
H 2.653 -6.774 -3.340
C -5.784 3.238 -5.738
O 1.666 1.126 -0.317
H 1.505 8.918 1.301
H 0.502 -2.482 7.757
H -3.577 3.687 -4.022
H -7.011 0.864 -8.742
O -1.019 -1.311 7.020
H -4.279 2.436 -3.021
C 1.119 7.951 0.979
O 0.183 -0.562 -1.068
C 4.470 -4.855 -3.417
O 7.245 -2.685 0.553
O -1.706 -3.609 5.389
H 0.374 -3.232 5.447
H 2.797 4.765 3.196
C 3.056 -7.602 -1.353
C 1.678 8.407 -1.234
V 5.094 4.483 -1.218
O -5.063 -0.712 5.379
O -5.146 2.470 -4.759
O 6.276 3.603 -0.567
H -7.179 -0.334 -7.432
H -1.236 -3.542 3.375
O 0.178 -0.039 1.195
H 2.526 -8.285 1.373
H 2.072 -8.070 -1.323
O 2.034 -1.139 0.284
C -1.639 -4.264 4.085
H 0.664 8.220 -1.590
O 4.272 -5.844 -2.417
C 1.315 7.034 2.210
H -1.141 -2.972 8.130
C -0.434 -3.515 6.121
H -0.182 -0.018 8.606
C -0.502 -2.575 7.342
H 1.109 7.586 3.127
H 1.856 9.466 -1.045
H 5.557 -4.778 -3.455
O 2.686 6.575 2.154
S 1.031 -0.144 0.028
H 2.202 -5.803 -1.956
C 2.988 -6.443 -2.357
H -6.512 3.853 -5.211
H 0.662 6.161 2.198
O 6.270 -3.758 2.709

Energy in eV: -171736.62349
Total charge: +2
Gap between HOMO and LUMO in eV: 1.925
ΔE to the lowest compared entry with this formula, charge and spin in eV: 25.762


3.
DFT (ωB97M-V/def2-TZVPD) results for a cluster of 5 separate species, C16H41BN3O17S5 in total in a non-equilibrium geometry.

Element x y z (Å)
C 1.844 -1.703 1.192
O 0.505 -0.148 5.467
H -0.420 -3.593 0.724
H 4.874 -1.392 1.645
C 1.144 2.004 -4.678
H -0.877 -3.782 2.444
O 1.610 -3.023 -1.174
H -4.914 3.350 -1.758
H 2.175 -4.999 0.382
H 0.884 2.865 -5.301
H -3.736 0.262 3.526
H -3.721 5.581 -1.788
C 5.077 -1.214 0.484
H 0.193 0.370 -0.459
H -6.028 -3.791 1.223
C -2.286 0.917 4.988
S 5.560 -2.794 -0.398
H -0.254 2.656 1.330
H 3.253 2.503 -4.589
H 4.886 0.537 -2.547
C -0.131 -0.340 8.005
N 2.323 1.112 -1.447
O 1.730 2.564 -7.828
O -3.075 -2.914 -0.180
C -3.186 4.638 -1.938
H -0.649 4.396 1.197
S -1.488 3.132 -0.619
H -1.568 -4.879 1.198
O 4.711 1.208 -1.797
C -1.223 -3.866 1.412
C -4.766 -2.699 2.600
H 0.961 -2.323 -1.482
O -2.178 -1.436 1.671
H 0.646 -1.065 8.256
O 7.128 -2.914 -0.292
O 4.035 3.203 -6.995
N 2.266 -0.627 0.180
O 4.966 -4.048 0.288
C 1.357 0.318 -0.573
H -4.513 -1.663 2.851
H -2.370 4.839 -2.640
H 0.910 2.254 -3.639
S -0.588 -0.589 6.307
C -3.248 -0.115 4.429
H -2.821 1.860 5.138
O -2.072 1.815 -0.747
O -1.172 -1.906 6.179
H 2.859 0.852 -4.117
S -2.568 -2.734 1.163
O 2.894 1.147 -6.125
H -3.625 2.681 -2.755
H 0.908 -1.341 1.794
C -4.148 3.606 -2.497
H -1.908 3.220 1.708
H 4.748 0.758 -8.138
C -1.031 3.381 1.079
H -1.008 -0.501 8.634
B 1.627 -3.086 0.329
O -0.395 3.574 -1.459
S 3.049 2.206 -7.354
H -2.725 -1.040 4.171
H 2.746 -1.755 1.971
O -3.608 -3.423 2.212
H 5.244 -2.836 -1.765
H -6.772 -2.317 1.892
H -4.014 -0.371 5.168
O -2.680 4.241 -0.672
O -1.780 0.520 6.254
N 3.634 0.670 -1.159
H -5.531 -2.208 0.634
H 3.908 1.615 -9.465
H 0.251 0.675 8.123
C -5.839 -2.757 1.528
H -1.470 1.118 4.286
H 3.109 0.233 -8.659
H -5.146 -3.168 3.512
H -4.636 3.983 -3.400
C 2.611 1.647 -4.826
O 1.484 -4.455 0.902
H 6.011 -0.493 0.426
H 0.508 1.171 -4.996
C 3.779 1.084 -8.520
C 3.762 -0.449 -0.127

Energy in eV: -111371.39488
Total charge: +1
Gap between HOMO and LUMO in eV: 7.759


4.
DFT (ωB97M-V/def2-TZVPD) results for a structure of composition C16H41BrF7InO19P5 in a non-equilibrium geometry.

Element x y z (Å)
C -0.173 -2.365 1.160
H -2.942 2.707 3.898
C 2.722 -1.336 4.329
H -0.660 0.688 7.708
P -1.555 -2.047 6.846
O -1.025 4.941 4.575
F 6.470 -1.744 -4.594
H -2.798 -1.680 -6.878
In 3.995 -0.095 -4.324
H -0.484 -5.159 -9.686
H -3.487 -4.136 7.148
P -1.930 5.311 3.432
H -1.904 7.953 2.056
H -0.373 7.841 2.980
H 0.636 -3.002 0.794
O 0.732 0.414 -4.431
C -0.938 7.455 2.132
H -1.904 -4.276 -9.097
H -3.784 3.362 2.466
Br 5.464 1.858 -5.296
O 0.095 1.509 -2.082
O 0.982 0.888 2.276
C -2.849 2.931 2.832
P -0.686 -1.703 -8.842
C 4.851 -3.219 -3.714
O -2.196 -0.577 7.119
F 2.529 -3.074 -4.316
F 5.111 -3.885 -4.841
H 2.851 -2.357 3.959
H -0.550 1.116 -9.860
H -2.173 0.461 -10.238
O -1.102 6.048 2.239
H 0.852 -0.512 -4.696
O 0.547 -1.520 -8.021
F 3.143 -4.665 -3.050
C 3.354 -3.358 -3.341
O -2.959 -2.457 6.025
H -4.063 7.958 4.607
H 1.550 1.446 4.188
O -0.267 -3.112 -9.660
C -2.913 -0.908 -7.643
F 3.104 -2.697 -2.241
H -4.299 6.951 3.166
H 3.113 0.274 -1.624
O 2.778 -0.397 3.237
C -0.812 -4.313 -9.087
C 5.411 -1.761 -3.713
H -3.421 -0.051 -7.207
H -2.642 2.017 2.282
P 1.005 0.383 -2.825
O 2.555 -0.641 0.901
O 0.226 -0.986 1.113
H 2.551 2.116 2.859
O -1.759 3.848 2.613
C -1.110 0.405 -10.466
O -0.593 -2.053 5.701
H -4.316 6.209 4.788
H -4.232 -4.004 5.545
H -0.981 0.664 -11.517
H -0.318 1.017 -1.357
C -3.315 -3.851 6.108
C 1.545 1.839 3.172
O -0.423 -1.877 8.098
F 5.921 -1.520 -2.463
C -3.858 6.984 4.167
H 1.766 -1.263 4.856
H -0.384 7.666 1.219
O -2.433 6.796 4.102
H -1.047 -2.489 0.526
H -0.358 -3.865 8.741
P 1.580 -0.613 2.043
O 0.528 -0.930 -2.339
H -3.524 -1.300 -8.464
H -1.619 -0.033 9.038
H 0.252 -2.655 9.888
C 2.770 0.654 -2.593
H -0.459 -4.433 -8.060
O -1.626 -0.485 -8.124
H 3.526 -1.108 5.027
H -2.305 1.245 8.044
O -0.621 -0.915 -10.269
C -0.515 -2.862 9.146
H 2.924 -0.684 -5.604
H 2.907 1.748 -2.550
H 0.921 2.734 3.171
C -1.652 0.373 8.029
H -0.432 -2.648 2.184
F 5.516 -3.905 -2.732
H -2.519 -4.468 5.685
H -1.495 -2.818 9.631

Energy in eV: -196841.92532
Total charge: -1
Gap between HOMO and LUMO in eV: 4.686


5.
DFT (ωB97M-V/def2-TZVPD) results for a structure of composition C16H41ClN3O10V in a non-equilibrium geometry.

Element x y z (Å)
O -0.726 0.894 -3.313
C 2.092 3.032 -1.843
H 1.714 -4.220 -1.196
H -4.113 -0.439 6.805
H 2.856 -2.049 -3.855
O -1.139 1.561 -0.379
H -3.286 -1.843 2.008
N 0.427 -0.221 0.863
O 2.759 3.114 -0.593
H 0.127 -3.894 -1.917
N -0.800 -1.368 3.393
C -3.113 -0.888 6.840
C -0.649 1.979 0.881
H 3.014 4.517 0.897
H -3.326 -1.956 6.960
H 0.308 -1.435 -5.188
H 2.796 -1.471 -1.446
N 2.238 0.538 -1.657
H 1.000 3.065 -1.719
O -1.198 -1.159 -1.342
O -2.621 0.945 -4.651
C 0.245 -2.083 -4.311
H -4.027 -0.686 4.282
H 0.652 1.239 2.420
H -1.914 0.390 3.472
C 0.706 -3.851 -0.998
H -0.248 -0.571 1.559
C 2.274 -1.207 -3.473
H -2.451 3.131 -0.604
H -0.252 -0.953 4.142
H 0.617 -3.082 -4.547
H 2.859 0.827 -0.897
H 2.341 3.875 -2.492
H 2.243 -3.083 0.859
H -0.822 -2.104 -4.092
H -2.561 -0.501 7.690
O 0.780 -2.507 -0.538
C -3.043 -1.126 4.482
H 1.567 1.583 1.012
C 2.443 1.724 -2.513
H 1.883 1.659 -3.449
H -3.213 -2.209 4.499
C 2.301 4.263 0.112
H -2.057 -0.899 1.099
C -2.721 -0.907 1.969
C -2.102 -0.679 3.360
H 3.484 1.794 -2.854
O -1.311 2.925 -4.313
H -0.395 3.026 0.697
O -0.468 1.162 -5.618
O -2.418 -0.620 5.639
V 0.151 -0.378 -1.322
H 0.619 -2.886 1.446
O 0.961 -1.623 -3.163
C 1.358 -2.446 0.769
H 1.320 4.113 0.561
H -0.981 -2.330 3.666
H 3.975 -0.518 -2.361
C 1.635 -1.037 1.202
H -3.484 -0.147 1.774
C -2.391 2.063 -0.831
H 0.192 -4.468 -0.258
Cl -1.300 1.492 -4.504
H 2.295 5.146 -0.531
H 1.741 -1.000 2.286
H -1.454 1.822 1.606
H 2.544 -0.651 0.740
H -3.178 1.539 -0.283
H -2.541 1.941 -1.899
C 0.601 1.187 1.328
H 2.278 -0.379 -4.190
C 2.908 -0.671 -2.181

Energy in eV: -80397.20472
Total charge: +1
Gap between HOMO and LUMO (spin up / spin down) in eV: 7.758 / 8.363
2S+1: 2
ΔE to the lowest compared entry with this formula, charge and spin in eV: 0.080


6.
DFT (ωB97M-V/def2-TZVPD) results for a structure of composition C16H41CrF3MnN3O5 in a non-equilibrium geometry.

Element x y z (Å)
C 10.747 12.962 -20.423
N 13.801 14.767 -17.796
C 12.705 19.829 -21.775
C 14.932 19.129 -22.319
H 9.746 12.619 -20.158
H 9.313 14.165 -15.356
H 11.457 17.141 -13.203
C 11.574 17.298 -14.268
H 11.341 12.044 -20.408
H 14.488 19.313 -23.297
H 14.826 13.991 -15.561
C 17.195 17.051 -20.463
H 8.151 15.231 -16.082
H 19.103 19.808 -17.854
H 12.269 14.997 -23.636
H 8.513 15.770 -18.433
H 12.295 18.095 -14.458
H 12.899 20.904 -21.772
H 19.897 18.521 -18.680
C 19.276 19.403 -18.850
C 9.171 14.852 -16.188
H 14.376 15.602 -17.688
N 15.765 17.333 -20.829
F 12.805 18.952 -18.676
Mn 13.121 14.368 -19.780
H 13.402 16.843 -16.101
H 16.602 17.729 -22.748
H 17.619 16.317 -21.150
H 8.459 14.347 -19.323
C 18.115 18.277 -20.542
F 13.243 16.478 -20.065
O 17.991 19.041 -19.369
O 12.043 16.043 -14.814
F 14.972 14.385 -20.528
H 17.971 18.892 -21.438
H 10.648 17.472 -14.819
C 12.383 15.373 -22.614
H 10.298 15.731 -20.080
C 10.446 15.120 -19.185
C 12.917 14.736 -16.564
H 12.286 19.492 -22.726
H 19.813 20.150 -19.433
H 11.073 13.010 -22.629
H 13.468 14.176 -14.504
H 10.119 14.354 -21.919
H 13.397 15.754 -22.638
Cr 14.326 18.143 -19.501
H 15.121 17.024 -22.848
H 11.853 19.776 -21.097
H 11.017 15.884 -18.646
H 11.808 16.568 -16.812
H 17.270 16.708 -19.432
O 13.825 19.057 -21.382
O 9.163 14.093 -17.394
H 15.616 19.943 -22.079
N 11.185 13.828 -19.281
H 11.583 16.088 -22.438
O 12.227 14.302 -21.662
H 11.983 14.272 -16.874
H 15.503 16.342 -20.857
H 19.104 17.846 -20.737
H 9.905 15.652 -16.096
C 12.545 16.152 -16.112
C 13.736 13.957 -15.541
C 9.082 14.845 -18.572
C 10.944 13.658 -21.763
C 15.633 17.780 -22.248
H 13.475 12.893 -15.489
H 10.777 13.395 -18.439
H 14.456 14.018 -17.569

Energy in eV: -99843.95808
Total charge: +2
Gap between HOMO and LUMO (spin up / spin down) in eV: 4.652 / 7.356
2S+1: 9